(1)
9
Properties=species:S:1:pos:R:3:forces:R:3 method="wB97M-V/def2-TZVPD" total_charge=0 relative_energy_kj_mol=33.5 e_homo_ev=-8.979
O -0.6935 1.6009 0.1020 -0.403 -2.240 0.106
C -1.0170 0.2645 0.0920 0.185 0.892 0.192
S -2.5234 -0.2244 -0.2354 0.275 -0.096 0.176
C 0.1468 -0.7329 0.3634 1.125 2.710 0.459
S 1.8195 -0.0047 -0.1897 -0.564 -0.384 0.532
H 0.2720 1.5600 0.1382 0.681 0.680 0.081
H -0.0390 -1.5916 -0.1827 -0.355 -1.749 -0.833
H 0.3626 -0.9720 1.4360 -0.574 0.370 -0.870
H 1.6718 0.1002 -1.5237 -0.370 -0.182 0.158

(2)
43
Properties=species:S:1:pos:R:3:forces:R:3 method="wB97M-V/def2-TZVPD" spin_multiplicity=2 total_charge=+1 e_homo_ev="-12.832 / -12.832"
Cu -1.1840 0.8169 3.6163 1.164 -0.348 -1.130
O -1.3665 1.0219 1.5863 -0.356 0.147 0.623
H -1.3053 0.9646 0.6129 0.159 -0.117 0.150
C -3.4880 3.4192 0.9478 0.335 -0.245 0.107
C -2.4117 4.1012 0.2471 1.267 1.365 -1.077
N -1.5605 4.6617 -0.3127 -1.241 -1.081 0.907
H -3.0892 3.1383 1.9225 -0.237 -0.063 0.099
H -3.7247 2.5172 0.3836 -0.301 0.009 0.113
H -4.3709 4.0433 1.0863 0.118 -0.032 -0.155
C 4.7981 -0.2726 3.2779 0.774 -1.614 -0.643
O 3.4839 -0.1299 3.7137 -5.364 1.819 -0.283
P 2.2243 -0.0359 2.6049 3.962 0.927 -0.040
O 0.8594 0.1153 3.1776 0.102 -0.204 0.200
O 2.6819 1.2863 1.7016 0.597 -2.806 2.660
C 1.8347 1.5836 0.6440 -1.091 0.235 -1.021
O 2.4465 -1.3142 1.6199 0.295 2.288 1.489
C 1.5000 -2.3559 1.5502 -1.796 -0.308 -0.820
H 5.1443 0.5895 2.7078 -0.084 -0.438 -0.451
H 4.6265 -1.2575 2.8435 1.812 0.122 -1.358
H 5.5074 -0.4540 4.0854 -0.534 0.365 0.485
H 2.3843 1.7718 -0.2783 0.192 0.120 0.208
H 1.2427 2.4552 0.9231 -0.147 0.000 -0.294
H 1.2020 0.7159 0.4567 -0.423 0.079 -0.360
H 1.0595 -2.3176 0.5539 0.319 -0.314 -0.289
H 0.6260 -2.1285 2.1606 0.271 -0.345 0.563
H 1.9207 -3.3444 1.7347 0.161 0.341 0.218
C -3.5186 -2.4049 -2.5777 -1.455 -1.016 0.502
O -2.2608 -2.1104 -2.0078 2.147 1.058 -0.043
P -1.0300 -1.6324 -2.9957 -1.486 -1.595 0.106
O -0.9095 -2.6234 -4.0962 0.742 1.952 1.121
O -1.5102 -0.1539 -3.4130 0.864 -1.612 -0.275
C -1.8647 0.8258 -2.4699 -0.163 1.065 -0.450
O 0.1916 -1.4000 -1.9338 -1.432 0.015 -0.345
C 1.5820 -1.4240 -2.2666 0.697 -0.761 -0.393
H -4.2797 -2.2384 -1.8153 0.054 0.954 0.081
H -3.6985 -3.4763 -2.6669 0.839 -0.229 -0.676
H -3.7883 -1.9062 -3.5086 0.398 0.151 0.095
H -2.7329 1.3136 -2.9131 -0.136 0.086 0.378
H -1.0755 1.5766 -2.4314 0.103 -0.025 0.230
H -2.1062 0.4546 -1.4739 -0.031 -0.332 -0.047
H 2.1005 -2.2199 -1.7319 -0.455 -0.376 0.078
H 2.1332 -0.5427 -1.9386 -0.652 0.492 -0.267
H 1.7263 -1.6294 -3.3273 0.012 0.273 0.006

(3)
50
Properties=species:S:1:pos:R:3:forces:R:3 method="wB97M-V/def2-TZVPD" total_charge=0 relative_energy_kj_mol=1.9 e_homo_ev=-8.247
C -4.9174 -1.8167 -1.0180 0.106 0.154 0.177
C -4.2655 -0.7325 -0.1705 0.114 0.221 -0.217
C -3.7039 0.3954 -1.0423 -0.150 -0.174 0.151
O -3.1321 1.4432 -0.2898 0.062 0.228 0.124
C -1.8150 1.2052 0.1741 0.140 0.195 0.111
C -1.5949 1.9775 1.4719 -0.044 -0.379 -0.181
C -0.1686 1.7364 1.9523 0.012 0.239 -0.120
C 0.8267 2.1052 0.8572 0.051 -0.171 0.323
N 0.5480 1.3409 -0.3411 0.008 0.298 -0.180
C 1.6167 1.4343 -1.3195 0.016 -0.015 -0.109
C 2.7714 0.6060 -0.8628 0.292 0.001 0.000
C 4.1191 0.8847 -0.9082 -0.316 -0.092 -0.020
N 4.7619 -0.1411 -0.3096 -0.406 0.330 -0.150
C 6.1752 -0.3113 -0.1412 0.465 -0.052 0.043
N 3.9140 -1.0586 0.1349 -0.127 -0.703 0.309
C 2.6990 -0.6393 -0.1946 0.432 0.533 -0.347
C 1.4985 -1.3844 0.1742 -0.179 -0.336 0.015
C 1.3191 -1.8288 1.4810 -0.025 -0.006 -0.194
C 0.1688 -2.4982 1.8565 -0.102 -0.084 0.155
C -0.8281 -2.7470 0.9283 0.037 0.016 0.052
C -0.6640 -2.3370 -0.3838 0.090 0.091 -0.179
C 0.4902 -1.6682 -0.7414 -0.014 -0.258 0.255
F 0.6368 -1.3135 -2.0378 0.033 0.100 0.146
C -0.7662 1.6449 -0.8582 -0.347 -0.200 0.013
H -5.7401 -1.4051 -1.5983 -0.111 -0.019 -0.100
H -4.1966 -2.2483 -1.7094 0.043 -0.105 -0.116
H -5.3060 -2.6116 -0.3862 -0.063 -0.106 -0.027
H -4.9957 -0.3057 0.5193 0.039 0.029 0.056
H -3.4589 -1.1663 0.4242 0.016 0.025 0.073
H -4.5167 0.8596 -1.6087 0.065 -0.120 -0.062
H -2.9756 -0.0134 -1.7557 -0.024 -0.002 -0.041
H -1.6621 0.1360 0.3738 -0.019 0.053 -0.035
H -2.3193 1.6517 2.2192 -0.059 0.021 0.001
H -1.7614 3.0389 1.2794 -0.040 0.092 -0.014
H 0.0355 2.3261 2.8474 0.021 -0.034 0.047
H -0.0424 0.6795 2.1953 0.046 -0.022 0.068
H 1.8419 1.8669 1.1849 -0.013 0.080 -0.014
H 0.7749 3.1932 0.6591 0.047 -0.032 -0.025
H 1.9476 2.4752 -1.4886 -0.075 -0.056 -0.030
H 1.2446 1.0444 -2.2713 -0.026 0.099 0.064
H 4.6497 1.7202 -1.3192 0.131 0.194 -0.062
H 6.6734 -0.3917 -1.1098 -0.022 -0.023 0.062
H 6.3317 -1.2292 0.4213 -0.010 0.075 -0.038
H 6.6017 0.5303 0.4082 -0.018 -0.061 -0.009
H 2.0998 -1.6328 2.1997 0.083 0.051 0.064
H 0.0472 -2.8258 2.8783 -0.002 -0.025 0.081
H -1.7288 -3.2667 1.2196 -0.073 -0.046 0.014
H -1.4154 -2.5347 -1.1328 -0.062 -0.004 -0.110
H -0.9142 1.0920 -1.7891 0.003 0.024 -0.023
H -0.9048 2.7204 -1.0721 -0.024 -0.023 -0.003

(4)
20
Properties=species:S:1:pos:R:3:forces:R:3 method="wB97M-V/def2-TZVPD" total_charge=0 relative_energy_kj_mol=730.2 e_homo_ev=-7.876
C -0.4017 -1.1406 -0.3609 0.109 -2.640 1.241
C 0.1363 0.2235 0.1491 0.369 0.821 -2.792
C 1.6008 0.4080 0.0396 -2.612 5.061 1.321
C 2.0633 1.5378 -0.8813 -1.694 -1.188 -3.787
N 2.5216 0.7997 -2.2265 -0.418 -1.217 2.604
H 0.2240 -1.9491 0.1952 -1.468 1.069 -1.042
H -1.4681 -1.1407 -0.0249 1.137 -0.270 -0.344
H -0.3852 -1.3367 -1.4479 0.439 0.559 0.462
H -0.3254 0.3685 1.1323 0.310 -0.442 0.585
H -0.4141 0.9368 -0.5547 0.953 -0.599 0.836
H 2.1935 0.4195 0.9557 0.458 -1.506 -0.262
H 1.2435 2.1701 -1.3336 0.418 -0.865 1.228
H 2.2545 -0.1235 -1.7909 0.859 0.125 -2.272
H 2.7600 2.2137 -0.5120 1.632 0.661 1.066
H 3.5369 0.7748 -2.4608 -0.828 0.135 0.933
H -2.8851 -1.9932 2.6686 -1.104 -0.080 0.796
O -2.2398 -1.7499 2.0385 1.625 0.134 -1.006
H -3.3277 0.8244 1.0531 -0.234 0.289 0.253
H -2.4434 -0.7880 1.4999 -0.655 -0.629 0.926
O -2.6361 0.2315 0.7774 0.706 0.580 -0.747

| no. | energy (Ha) |
| --- | --- |
| 1 | -950.19593 |
| 2 | -3372.88105 |
| 3 | -1078.96074 |
| 4 | -365.16437 |